{
  "formula": "C5H6INO",
  "method": "ωB97M-V/def2-TZVPD",
  "energy_ev": -16919.26620,
  "smiles": "Cc1occ(N)c1I",
  "lumo_energy_ev": 0.49,
  "homo_lumo_gap_ev": 8.464,
  "symbols": ["I", "O", "N", "C", "C", "C", "C", "C", "H", "H", "H", "H", "H", "H"],
  "coordinates": [[2.713767, -0.199262, -0.361669], [-1.501181, -0.426813, 0.291607], [0.491196, 2.528290, -0.165527], [0.588851, -0.015135, -0.140655], [-0.306996, -0.957558, 0.134465], [-0.098628, 1.340118, -0.076632], [-1.371495, 0.954512, 0.165073], [-0.012744, -2.397703, 0.108727], [-2.276390, 1.536918, 0.536401], [1.453238, 2.633292, -0.508693], [0.422421, -2.859044, 1.008631], [0.005857, 3.432428, -0.250673], [0.770133, -2.608720, -0.603813], [-0.878032, -2.961326, -0.137237]],
  "atomic_forces_ev_per_a": [[-1.3, 0.0, 0.1], [-1.0, 0.4, 0.3], [1.6, 3.3, -0.5], [1.6, 3.4, -0.1], [1.5, -0.7, -0.4], [-0.1, -4.0, 0.0], [-2.0, 1.2, 1.1], [0.4, -0.8, 0.6], [1.4, -1.0, -0.9], [-0.8, -0.7, 0.3], [-0.4, 0.6, 0.3], [-0.1, -1.3, 0.2], [0.0, 0.1, -0.6], [-0.8, -0.6, -0.3]]
}

{
  "formula": "C5H6INO3",
  "method": "ωB97M-V/def2-TZVPD",
  "energy_ev": -21010.31582,
  "smiles": "O=[N+]([O-])[C@H]1C[C@@H]1/C=C(\\O)I",
  "lumo_energy_ev": 0.20,
  "homo_lumo_gap_ev": 9.253,
  "symbols": ["I", "O", "O", "O", "N", "C", "C", "C", "C", "C", "H", "H", "H", "H", "H", "H"],
  "coordinates": [[0.346108, 3.671470, -1.967271], [-0.382519, -2.538509, -0.408447], [-2.308779, -2.489713, 0.444867], [1.242070, 0.867527, -2.390589], [-1.273553, -2.014754, 0.150419], [0.845441, 1.644824, -1.374348], [-1.001376, -0.624894, 0.696861], [0.467441, 1.274359, -0.147374], [0.352272, -0.113514, 0.341686], [0.044275, -0.615995, 1.734120], [0.096880, 2.068228, 0.407824], [1.004843, -0.834916, -0.165928], [-0.018889, 0.116106, 2.512319], [-1.971960, -0.116618, 0.872614], [0.488273, -1.637049, 2.105331], [2.069474, 1.343449, -2.812085]],
  "atomic_forces_ev_per_a": [[0.4, -0.5, 0.2], [2.0, -1.9, -1.8], [-2.9, -1.3, 0.4], [2.7, 1.2, -1.1], [0.8, 3.0, 1.7], [-0.8, 0.6, 0.4], [-1.3, -1.0, -0.4], [0.6, -0.6, -1.1], [0.8, -0.4, -0.4], [1.6, -1.4, 1.1], [-0.7, 1.1, 1.3], [-0.7, 0.4, -0.2], [-0.4, 0.2, 0.4], [1.1, 0.0, -0.5], [-0.8, 2.2, -1.0], [-2.4, -1.5, 1.0]]
}

{
  "formula": "C5H6MgO4Rb",
  "method": "ωB97M-V/def2-TZVPD",
  "energy_ev": -19571.19703,
  "multiplicity": 2,
  "s_squared": 0.752,
  "lumo_energy_ev": [-0.77, -0.94],
  "homo_lumo_gap_ev": [5.343, 5.242],
  "symbols": ["Rb", "Mg", "O", "O", "O", "O", "C", "C", "C", "C", "C", "H", "H", "H", "H", "H", "H"],
  "coordinates": [[-0.508015, -3.643133, 0.694536], [0.900953, 1.962434, -0.517378], [1.443500, -2.299863, 1.751989], [-0.592440, 2.243048, 0.599302], [-1.715409, -0.251599, -3.588252], [-2.087468, -1.668535, -1.796499], [-1.886295, -0.878131, -2.627172], [1.372963, -1.012141, 1.979080], [0.331557, -0.372451, 2.579754], [-0.996391, 1.642853, 1.783943], [0.160853, 1.115115, 2.644713], [-0.462957, -0.983352, 3.037938], [-0.018520, 1.440857, 3.684725], [2.198955, -0.383579, 1.589913], [-1.669075, 0.787948, 1.559749], [1.088946, 1.612782, 2.315743], [-1.593067, 2.341377, 2.407032]],
  "atomic_forces_ev_per_a": [[0.2, 0.4, 0.2], [-0.6, 0.0, 0.6], [0.2, 0.5, 0.1], [0.6, 0.0, -0.7], [0.0, 0.4, 0.8], [0.2, 0.5, 0.4], [-0.2, -0.9, -1.2], [-0.7, -0.9, -0.4], [0.1, 0.0, -0.1], [-0.5, 0.0, 0.1], [0.1, -0.2, 0.6], [0.3, 0.2, -0.2], [0.2, -0.1, -0.2], [0.0, 0.0, 0.1], [0.1, 0.2, 0.1], [-0.2, 0.0, 0.1], [0.2, 0.0, -0.4]]
}

Q: What is the formula in the third record?
A: C5H6MgO4Rb